Here is 2 unconnected molecules or ions with the total composition C23H30BrFINO6P from OMol25. Energies are from ωB97M-V/def2-TZVPD.

Atoms and positions in Å:
C  -2.13  -1.04  -2.16
C  -1.21  -0.45  -1.68
C  -0.14  0.42  -1.28
C  1.12  -0.09  -0.94
C  1.25  -1.60  -1.00
O  1.10  -2.20  -2.02
O  1.55  -2.18  0.20
P  0.95  -3.71  0.70
O  1.73  -4.73  -0.31
Br  -1.09  -3.88  -0.16
C  2.17  0.79  -0.62
C  3.57  0.26  -0.33
C  3.68  -0.47  1.05
C  4.09  -0.59  -1.52
C  5.13  0.16  -2.36
C  1.89  2.15  -0.64
C  2.98  3.14  -0.30
C  3.12  3.44  1.20
O  3.82  4.32  1.56
I  1.95  2.38  2.65
N  0.65  2.62  -0.94
C  0.39  4.09  -0.87
C  0.78  4.83  -2.12
C  -0.11  5.43  -2.91
C  -0.36  1.80  -1.28
C  -1.72  2.30  -1.66
C  -2.81  2.02  -0.62
F  -3.37  3.21  -0.21
H  -2.92  -1.58  -2.62
H  2.68  -4.60  -0.17
H  4.27  1.08  -0.25
H  4.08  -1.47  0.90
H  4.30  0.10  1.74
H  2.70  -0.55  1.51
H  3.26  -0.82  -2.20
H  4.48  -1.55  -1.19
H  4.64  0.85  -3.05
H  5.84  0.69  -1.72
H  5.69  -0.55  -2.98
H  2.81  4.12  -0.73
H  3.93  2.79  -0.70
H  -0.65  4.27  -0.62
H  0.96  4.49  -0.03
H  1.83  4.92  -2.36
H  0.24  6.10  -3.68
H  -1.17  5.26  -2.79
H  -1.72  3.36  -1.90
H  -1.98  1.80  -2.60
H  -2.44  1.47  0.25
H  -3.60  1.42  -1.07
O  -2.23  -2.68  2.92
C  -3.37  -3.05  2.97
O  -3.87  -3.50  4.13
C  -5.25  -3.79  4.33
C  -5.60  -5.20  3.90
C  -4.24  -3.08  1.72
H  -5.88  -3.05  3.85
H  -5.40  -3.68  5.40
H  -5.45  -5.35  2.83
H  -6.65  -5.42  4.14
H  -4.97  -5.92  4.43
H  -4.08  -4.03  1.21
H  -3.92  -2.27  1.08
H  -5.30  -2.95  1.91

## Properties
Net charge: +1
Frontier orbital gap (eV): 7.800
HOMO (eV): -11.93